Below is an isolated ion of composition C5H7NO6 and charge -2 at a distorted geometry, with properties calculated with ωB97M-V/def2-TZVPD.

Structure (XYZ):
```
19
Properties=species:S:1:pos:R:3:mulliken_charge:R:1
C 2.979 0.172 -0.229 0.53
C -0.727 -0.325 0.278 -1.09
C -0.829 0.742 -0.815 -0.42
C 1.770 0.095 0.670 -0.51
C 0.692 -0.959 0.378 1.31
N 0.133 1.725 -0.781 -0.37
O 3.920 0.861 0.263 -0.75
O -0.011 2.505 0.452 -0.38
O 3.164 -0.529 -1.318 -0.81
O 1.697 0.759 1.729 -0.85
O 0.984 -1.788 -0.731 -0.65
O 0.425 -1.731 1.542 -0.49
H -0.699 0.132 1.270 0.38
H -1.368 -1.234 -0.049 0.33
H -0.848 0.426 -1.835 0.38
H -1.788 1.353 -0.572 0.28
H 0.594 2.052 0.997 0.39
H 1.925 -1.501 -1.108 0.40
H 1.200 -2.331 1.832 0.32
```

Output
- total energy (a.u.) = -700.74010
- total charge = -2
- ΔE to the lowest compared entry with this formula, charge and spin (kJ/mol) = 0.0
- max |F| (eV Å⁻¹) = 3.656
- expectation value of S² = 2.008
- frontier orbital gap (spin up / spin down) (eV) = 3.63 / 6.16
- lowest unoccupied orbital energy (spin up / spin down) (eV) = 6.469 / 6.240
- 2S+1 = 3
- HOMO energy (spin up / spin down) (eV) = 2.84 / 0.08